Computed, not measured: the molecule C4H5NO at a distorted geometry, with ωB97M-V with the def2-TZVPD basis set.

Output
Spin multiplicity ... 1
Highest occupied orbital energy ... -6.879 eV
ΔE to the lowest compared entry with this formula, charge and spin ... 90.63 kcal per mole
Frontier orbital gap ... 7.53 eV
LUMO energy ... 0.65 eV
Maximum force ... 4.70 eV/A

```
11
Properties=species:S:1:pos:R:3:mulliken_charge:R:1
C -1.112 0.562 0.215 -0.970
C 0.100 0.837 -0.430 -0.306
C 1.377 -1.082 0.297 -0.721
C -2.254 0.109 -0.087 1.019
N 1.236 0.098 -0.272 -0.113
O -3.340 -0.302 -0.210 -0.412
H -1.191 0.674 1.415 0.252
H 0.340 1.703 -1.112 0.322
H 2.297 -1.389 0.458 0.313
H 2.064 0.353 -0.823 0.285
H 0.483 -1.563 0.550 0.331
```

***

Computed, not measured: a structure of composition C21H25FIrN4OSi at a distorted geometry, with ωB97M-V with the def2-TZVPD basis set.

Output
Spin multiplicity ... 1
Total charge ... +1
Highest occupied orbital energy (alpha / beta) ... -11.045 / -11.099 eV
ΔE to the lowest compared entry with this formula, charge and spin ... 25.66 kcal per mole
Frontier orbital gap (alpha / beta) ... 6.98 / 7.01 eV
LUMO energy (alpha / beta) ... -4.07 / -4.09 eV
Maximum force ... 1.67 eV/A

```
54
Properties=species:S:1:pos:R:3:mulliken_charge:R:1
Ir 0.062 0.636 0.050 0.689
C 1.036 0.907 3.699 -1.352
C 0.462 -0.365 3.156 0.520
C 0.295 -1.513 3.910 -0.643
C -0.300 -2.629 3.327 -0.282
C -0.748 -2.611 2.015 -1.080
C -0.582 -1.421 1.326 0.351
N 0.045 -0.383 1.881 0.083
N -0.931 -1.057 0.029 0.240
Si -2.570 -1.277 -0.664 -0.041
C -2.780 -3.027 -1.213 -1.062
C -2.712 -0.168 -2.133 -0.841
C -3.791 -0.854 0.657 -0.914
H 0.425 1.262 4.529 0.368
H 1.058 1.679 2.933 0.203
H 2.045 0.749 4.079 0.364
H 0.621 -1.528 4.940 0.467
H -0.426 -3.530 3.916 0.460
H -1.223 -3.461 1.548 0.470
H -2.087 -3.270 -2.022 0.298
H -3.797 -3.147 -1.598 0.327
H -2.644 -3.758 -0.412 0.330
H -2.019 -0.479 -2.919 0.283
H -2.516 0.877 -1.901 0.205
H -3.725 -0.233 -2.540 0.402
H -3.803 -1.606 1.451 0.335
H -4.802 -0.794 0.245 0.433
H -3.560 0.111 1.115 0.252
F -2.829 5.420 -2.097 -0.310
C -2.114 4.408 -1.602 0.346
C -2.577 3.772 -0.459 -0.762
C -1.851 2.711 0.044 -0.135
C -0.675 2.305 -0.591 -0.116
C -0.220 2.979 -1.726 -0.042
C -0.949 4.041 -2.246 -0.811
H -3.486 4.116 0.016 0.451
H -2.203 2.197 0.933 0.417
H 0.686 2.672 -2.230 0.604
H -0.631 4.577 -3.130 0.457
N 3.846 -3.232 -0.807 -0.262
C 4.564 -2.153 -1.201 0.346
O 5.706 -2.223 -1.592 -0.603
C 3.890 -0.798 -1.129 0.337
C 4.623 0.303 -1.548 -0.213
C 4.060 1.566 -1.472 -1.021
C 2.774 1.691 -0.988 -0.337
N 2.059 0.622 -0.597 -0.437
C 2.610 -0.593 -0.659 -0.302
H 4.294 -4.131 -0.872 0.232
H 2.881 -3.199 -0.544 0.156
H 5.625 0.139 -1.922 0.525
H 4.608 2.446 -1.777 0.428
H 2.300 2.656 -0.891 0.876
H 1.973 -1.401 -0.317 0.311
```

***

Computed, not measured: a cluster of 2 separate species, C12H23F2N2O2P in total at a distorted geometry, with ωB97M-V with the def2-TZVPD basis set.

Output
Spin multiplicity ... 1
Highest occupied orbital energy ... -4.640 eV
Frontier orbital gap ... 1.65 eV
LUMO energy ... -2.99 eV
Maximum force ... 6.11 eV/A

```
42
Properties=species:S:1:pos:R:3:mulliken_charge:R:1
C 4.883 0.552 -0.544 -0.819
P 4.583 2.344 0.140 0.212
O 5.338 2.364 1.713 -0.469
C 2.685 2.446 0.352 -0.073
N 2.005 2.677 1.554 0.259
F 2.594 2.903 2.782 -0.185
C 0.475 2.651 1.357 -0.825
C 0.382 1.577 0.079 -0.058
C -1.146 1.455 -0.502 -0.529
C -1.508 -0.020 -1.151 -0.112
N -1.106 -1.237 -0.650 -0.491
C 1.552 2.288 -0.822 0.160
C 1.955 1.683 -2.291 -0.612
C 1.625 0.093 -2.507 -0.125
F 0.623 0.004 -3.610 -0.347
H 5.898 0.089 -0.182 0.340
H 4.813 0.516 -1.712 0.266
H 4.005 -0.108 -0.077 0.267
H 4.986 1.523 2.169 0.344
H 0.007 3.719 1.172 0.301
H 0.047 2.104 2.304 0.407
H 0.877 0.574 0.478 0.250
H -1.929 1.614 0.386 0.355
H -1.318 2.250 -1.342 0.330
H -2.182 -0.018 -2.132 0.284
H -0.557 -1.053 0.224 0.275
H 1.205 3.389 -1.105 0.218
H 1.443 2.276 -3.180 0.392
H 3.129 1.813 -2.462 0.250
H 2.614 -0.419 -2.933 0.242
H 1.321 -0.492 -1.540 0.229
C -5.068 -4.196 2.235 -1.320
C -4.829 -3.031 1.260 0.560
C -3.672 -3.390 0.313 -1.057
O -4.461 -1.978 1.969 -0.815
H -4.183 -4.424 2.844 0.311
H -5.900 -3.983 2.919 0.306
H -5.326 -5.108 1.683 0.340
H -5.728 -2.978 0.630 0.165
H -2.735 -3.587 0.849 0.282
H -3.482 -2.587 -0.411 0.093
H -3.915 -4.293 -0.260 0.397
```

***

Computed, not measured: a structure of composition C2HO4S at a distorted geometry, with ωB97M-V with the def2-TZVPD basis set.

Output
Spin multiplicity ... 1
Total charge ... -1
Highest occupied orbital energy (alpha / beta) ... -3.759 / -3.761 eV
ΔE to the lowest compared entry with this formula, charge and spin ... 20.22 kcal per mole
Frontier orbital gap (alpha / beta) ... 7.80 / 7.80 eV
LUMO energy (alpha / beta) ... 4.04 / 4.04 eV
Maximum force ... 3.44 eV/A

```
8
Properties=species:S:1:pos:R:3:mulliken_charge:R:1
C 0.221 0.304 -0.786 -0.044
C -1.187 -0.526 0.865 0.673
O -1.004 0.179 -0.439 -0.288
O -2.347 -0.794 1.047 -0.676
O -0.175 -0.651 1.472 -0.575
O 2.708 0.766 -0.549 -0.720
S 1.558 0.156 0.278 0.326
H 0.227 0.566 -1.888 0.303
```

***

Computed, not measured: a cluster of 2 separate species, C5H10O in total at a distorted geometry, with ωB97M-V with the def2-TZVPD basis set.

Output
Spin multiplicity ... 2
Total charge ... +1
Highest occupied orbital energy (alpha / beta) ... -13.652 / -13.652 eV
ΔE to the lowest compared entry with this formula, charge and spin ... 29.89 kcal per mole
Frontier orbital gap (alpha / beta) ... 8.11 / 6.01 eV
LUMO energy (alpha / beta) ... -5.54 / -7.64 eV
Maximum force ... 5.42 eV/A
⟨S²⟩ ... 0.79

```
16
Properties=species:S:1:pos:R:3:mulliken_charge:R:1
C -2.085 -1.673 2.080 -0.949
C -1.276 -1.987 0.822 0.008
C -1.026 -1.140 -0.198 -0.050
C 0.139 -1.022 -1.107 -0.087
C 0.362 0.146 -1.734 -0.597
H -2.994 -1.313 1.716 0.361
H -2.225 -2.655 2.395 0.312
H -1.796 -0.977 2.868 0.354
H -1.101 -3.068 0.656 0.354
H -1.740 -0.303 -0.625 0.320
H 0.941 -1.727 -1.067 0.381
H 1.014 0.346 -2.606 0.284
H -0.073 1.021 -1.363 0.308
H 3.780 5.148 0.059 0.328
H 4.419 4.658 -1.214 0.320
O 3.659 4.545 -0.683 -0.648
```

***

Computed, not measured: the molecule C17H18ClFN2, with ωB97M-V with the def2-TZVPD basis set.

Output
Spin multiplicity ... 1
Highest occupied orbital energy ... -6.791 eV
Frontier orbital gap ... 7.64 eV
LUMO energy ... 0.85 eV
Maximum force ... 0.60 eV/A

```
39
Properties=species:S:1:pos:R:3:mulliken_charge:R:1
F -1.466 -2.201 1.386 -0.343
C -2.170 -1.683 0.359 0.614
C -2.374 -2.475 -0.755 -0.787
C -3.114 -1.969 -1.808 -0.314
C -3.644 -0.693 -1.734 -0.791
C -3.418 0.077 -0.606 0.730
Cl -4.093 1.671 -0.549 -0.222
C -2.676 -0.393 0.476 0.342
C -2.333 0.489 1.655 -1.590
N -1.354 1.496 1.292 -0.264
C -0.076 1.081 0.888 0.720
C 0.670 0.173 1.632 -0.533
C 1.952 -0.172 1.257 -0.593
C 2.551 0.380 0.119 0.884
N 3.815 0.016 -0.273 0.125
C 4.645 -0.896 0.482 -0.807
C 5.907 -1.021 -0.367 -0.773
C 6.038 0.376 -0.966 -0.722
C 4.585 0.762 -1.246 -0.696
C 1.797 1.292 -0.627 -0.676
C 0.514 1.630 -0.247 -0.881
H -1.953 -3.467 -0.784 0.438
H -3.283 -2.570 -2.688 0.368
H -4.228 -0.292 -2.547 0.429
H -3.229 1.005 2.011 0.513
H -1.935 -0.120 2.467 0.412
H -1.744 2.160 0.632 0.322
H 0.254 -0.270 2.524 0.311
H 2.494 -0.877 1.867 0.346
H 4.885 -0.490 1.476 0.375
H 4.140 -1.858 0.614 0.397
H 5.752 -1.755 -1.159 0.300
H 6.775 -1.315 0.220 0.373
H 6.471 1.056 -0.231 0.302
H 6.652 0.396 -1.864 0.359
H 4.294 0.470 -2.265 0.287
H 4.425 1.840 -1.140 0.404
H 2.206 1.732 -1.522 0.367
H -0.045 2.339 -0.845 0.277
```

***

Computed, not measured: the molecule CH6N4 at a distorted geometry, with ωB97M-V with the def2-TZVPD basis set.

Output
Spin multiplicity ... 1
Highest occupied orbital energy ... -8.873 eV
ΔE to the lowest compared entry with this formula, charge and spin ... 20.39 kcal per mole
Frontier orbital gap ... 9.86 eV
LUMO energy ... 0.99 eV
Maximum force ... 4.75 eV/A

```
11
Properties=species:S:1:pos:R:3:mulliken_charge:R:1
H 0.133 -1.937 -0.637 0.209
N 0.555 -1.380 0.098 -0.631
C 0.421 -0.217 0.411 0.460
N 0.878 0.436 1.609 -0.639
N -0.289 0.739 -0.319 0.004
N -0.772 0.515 -1.602 -0.732
H 0.040 0.633 2.123 0.255
H 1.334 -0.406 2.043 0.341
H 0.089 1.587 -0.137 0.272
H -0.603 -0.461 -1.974 0.228
H -1.787 0.491 -1.615 0.234
```

***

Computed, not measured: a cluster of 13 separate species, C5H37N2O13 in total at a distorted geometry, with ωB97M-V with the def2-TZVPD basis set.

Output
Spin multiplicity ... 1
Total charge ... -1
Highest occupied orbital energy ... -6.557 eV
ΔE to the lowest compared entry with this formula, charge and spin ... 72.52 kcal per mole
Frontier orbital gap ... 9.34 eV
LUMO energy ... 2.78 eV
Maximum force ... 3.29 eV/A

```
57
Properties=species:S:1:pos:R:3:mulliken_charge:R:1
C -0.869 0.334 -1.016 2.129
O -2.289 0.254 -1.074 -0.708
C -0.461 1.028 -2.385 0.058
C 0.835 0.412 -2.926 -1.163
C 1.970 0.573 -1.983 -0.454
C 2.163 -0.691 -1.037 0.437
N 2.463 -2.013 -1.617 -0.593
N -1.425 1.042 -3.499 -0.660
H -0.511 -0.726 -1.112 -0.969
H -0.484 0.782 -0.068 -0.452
H -0.244 2.124 -2.159 0.325
H 1.284 0.861 -3.859 0.246
H 0.686 -0.641 -3.063 0.271
H 1.952 1.528 -1.373 0.275
H 2.973 0.705 -2.423 0.578
H 3.073 -0.546 -0.285 0.351
H 1.226 -0.770 -0.357 -0.711
H 3.099 -1.964 -2.430 0.309
H 1.592 -2.362 -2.024 0.239
H -1.941 0.176 -3.573 0.342
H -2.052 1.797 -3.454 0.299
H 0.438 0.233 2.025 -0.071
H 1.132 1.623 2.418 0.373
O 0.443 1.356 1.825 -0.542
H -2.458 1.765 2.619 0.419
H -1.611 0.611 2.943 0.245
O -2.012 1.322 3.362 -0.731
H -2.801 -1.077 2.247 0.269
H -1.335 -0.860 1.762 0.316
O -2.261 -1.142 1.465 -0.750
H -2.553 -2.194 -2.311 0.340
H -3.039 -0.700 -2.374 0.339
O -3.033 -1.567 -2.841 -0.738
H -0.830 -4.099 -0.834 0.262
H -2.676 0.070 -0.177 0.421
O -0.514 -3.281 -1.208 -0.645
H 1.522 1.600 0.610 0.381
H 2.618 2.731 0.920 0.389
O 2.350 2.138 0.246 -0.930
H -2.736 2.682 0.304 0.242
H -1.508 3.295 1.071 0.439
O -2.353 2.824 1.170 -0.705
H 3.018 -0.216 2.411 0.380
H 3.264 1.015 1.510 0.375
O 3.273 0.712 2.425 -0.732
H -0.268 -2.694 -0.431 0.491
H -1.516 -3.113 1.193 0.346
O -0.563 -3.257 1.329 -0.894
H 1.571 -2.311 1.711 0.245
H 2.559 -2.350 0.566 0.412
O 2.467 -2.480 1.529 -0.784
H 0.842 3.644 0.351 0.372
H 0.287 3.017 1.630 0.384
O 0.148 3.771 0.977 -0.811
H -0.225 -2.405 1.803 0.443
H 0.200 -1.058 3.369 0.050
O 0.136 -0.994 2.410 -0.749
```

***

Computed, not measured: a structure of composition FHNOS at a distorted geometry, with ωB97M-V with the def2-TZVPD basis set.

Output
Spin multiplicity ... 3
Total charge ... -1
Highest occupied orbital energy (alpha / beta) ... -1.747 / -4.067 eV
ΔE to the lowest compared entry with this formula, charge and spin ... 55.03 kcal per mole
Frontier orbital gap (alpha / beta) ... 5.70 / 7.60 eV
LUMO energy (alpha / beta) ... 3.95 / 3.54 eV
Maximum force ... 6.79 eV/A
⟨S²⟩ ... 2.01

```
5
Properties=species:S:1:pos:R:3:mulliken_charge:R:1
N 0.211 -0.650 0.053 0.058
O 1.685 -0.716 0.447 -0.438
F 0.065 -0.400 -1.650 -0.546
S -0.348 0.751 0.747 -0.164
H -1.614 1.014 0.403 0.091
```

***

Computed, not measured: a cluster of 11 separate species, C6H34NO10 in total at a distorted geometry, with ωB97M-V with the def2-TZVPD basis set.

Output
Spin multiplicity ... 1
Total charge ... +1
Highest occupied orbital energy ... -11.919 eV
ΔE to the lowest compared entry with this formula, charge and spin ... 37.24 kcal per mole
Frontier orbital gap ... 9.80 eV
LUMO energy ... -2.12 eV
Maximum force ... 2.65 eV/A

```
51
Properties=species:S:1:pos:R:3:mulliken_charge:R:1
C 0.016 -0.815 1.744 -0.484
C -0.050 0.335 0.736 -0.965
C 1.102 0.787 -0.160 1.215
C 1.907 -0.088 -0.740 -1.586
C 1.247 2.276 -0.155 -0.545
C 0.406 3.135 -1.101 -1.326
N 0.448 -2.165 1.193 0.089
H -0.969 -1.000 2.139 0.280
H 0.631 -0.540 2.588 0.342
H -0.347 1.202 1.322 0.496
H -0.998 0.087 0.242 0.069
H 2.793 0.220 -1.278 0.300
H 1.805 -1.143 -0.587 0.713
H 1.181 2.659 0.862 0.586
H 2.266 2.474 -0.480 0.094
H 0.974 4.007 -1.413 0.434
H 0.238 2.643 -2.067 0.233
H -0.575 3.486 -0.784 0.348
H 1.378 -1.985 0.810 -0.019
H -0.215 -2.306 0.426 0.402
H 0.418 -2.864 1.924 0.377
H -3.088 -0.724 3.034 0.295
H -4.244 -0.501 1.942 0.273
O -3.435 -0.973 2.159 -0.591
H 3.864 0.445 0.847 0.338
H 4.956 -0.490 1.472 0.280
O 4.039 -0.447 1.190 -0.660
H 4.780 2.711 0.645 0.292
H 5.029 2.206 -0.809 0.280
O 4.741 1.941 0.069 -0.611
H -4.919 0.795 -0.865 0.305
H -3.705 0.004 -0.529 0.358
O -4.388 0.537 -0.105 -0.659
H -0.975 0.096 -5.164 0.281
H -1.036 1.668 -5.025 0.283
O -1.153 0.828 -4.578 -0.560
H 3.555 -1.886 0.258 0.426
H 3.944 -3.278 0.735 0.300
O 3.354 -2.836 0.119 -0.645
H -0.432 0.084 -2.583 0.244
H -0.203 -1.440 -2.802 0.250
O -0.414 -0.772 -2.147 -0.500
H -1.677 -0.027 5.008 0.286
H -2.499 1.126 4.233 0.294
O -2.288 0.195 4.309 -0.633
H -3.591 -0.834 -3.245 0.278
H -3.028 0.555 -3.184 0.288
O -3.369 -0.132 -2.628 -0.577
H -2.514 -3.647 0.238 0.306
H -2.828 -2.510 1.266 0.350
O -2.130 -3.097 0.921 -0.622
```

***

Computed, not measured: a structure of composition C4H5AuO2 at a distorted geometry, with ωB97M-V with the def2-TZVPD basis set.

Output
Spin multiplicity ... 4
Total charge ... +1
Highest occupied orbital energy (alpha / beta) ... -11.421 / -15.221 eV
ΔE to the lowest compared entry with this formula, charge and spin ... 91.95 kcal per mole
Frontier orbital gap (alpha / beta) ... 5.71 / 7.43 eV
LUMO energy (alpha / beta) ... -5.71 / -7.79 eV
Maximum force ... 19.87 eV/A
⟨S²⟩ ... 3.77

```
12
Properties=species:S:1:pos:R:3:mulliken_charge:R:1
O -2.582 0.970 -0.390 -0.219
C -1.583 0.973 0.390 -0.235
C -1.051 -0.395 0.421 -0.403
C 0.435 -0.532 0.356 -0.220
C 1.177 -0.152 -0.707 0.338
O 2.480 -0.245 -0.835 -0.232
Au 3.783 -0.211 0.090 0.406
H -0.832 1.773 0.237 0.301
H -1.475 -0.896 1.307 0.339
H 0.940 -0.994 1.211 0.281
H 0.662 0.326 -1.559 0.409
H -1.954 -0.618 -0.521 0.237
```

***

Computed, not measured: a cluster of 2 separate species, C5H14N in total at a distorted geometry, with ωB97M-V with the def2-TZVPD basis set.

Output
Spin multiplicity ... 1
Total charge ... +1
Highest occupied orbital energy ... -14.905 eV
ΔE to the lowest compared entry with this formula, charge and spin ... 152.11 kcal per mole
Frontier orbital gap ... 6.06 eV
LUMO energy ... -8.84 eV
Maximum force ... 2.32 eV/A

```
20
Properties=species:S:1:pos:R:3:mulliken_charge:R:1
C -3.211 0.285 -0.831 -0.570
C -0.053 0.209 0.736 -1.318
C 1.411 0.376 0.243 0.664
C 1.701 0.223 -1.278 -1.215
C 2.138 -0.808 0.943 -1.677
N -2.454 -0.369 0.143 -0.102
H -2.566 1.149 -1.136 0.326
H -4.108 0.791 -0.466 0.356
H 0.180 0.131 1.815 0.440
H -0.322 -0.849 0.659 0.517
H 1.906 1.270 0.623 0.337
H 2.463 0.902 -1.662 0.310
H 2.166 -0.766 -1.377 0.322
H 0.834 0.347 -1.925 0.309
H 2.238 -0.853 2.034 0.378
H 3.163 -0.974 0.591 0.382
H 1.584 -1.688 0.608 0.464
H -0.838 0.980 0.950 0.409
H -2.810 -0.075 1.068 0.349
H -3.422 -0.282 -1.740 0.318
```